Entry 1:
This record from the OMol25 dataset describes C38H39BN3P2Ti as an isolated structure. The level of theory is ωB97M-V/def2-TZVPD.

Structure (XYZ):
```
84
Properties=species:S:1:pos:R:3:forces:R:3
Ti 0.169986 0.119501 0.234009 -0.11 0.29 0.39
C -2.184207 -0.750885 -0.300490 -0.04 0.01 -0.06
C -2.362416 -0.285839 1.006389 0.02 -0.02 -0.04
C -1.628625 -0.842859 2.051546 0.01 -0.03 -0.07
C -0.731588 -1.881452 1.789579 0.02 0.02 -0.01
C -0.575958 -2.373087 0.491147 0.06 0.00 -0.03
C -1.305098 -1.807233 -0.555969 -0.03 -0.03 -0.02
H -2.754070 -0.319125 -1.114063 0.00 0.00 -0.01
H -3.092474 0.485957 1.207148 0.02 0.02 0.00
H -1.750553 -0.476876 3.061934 0.02 0.02 0.00
H -0.153382 -2.305232 2.599542 0.03 0.02 -0.01
H 0.104853 -3.191844 0.299550 0.04 0.00 0.00
H -1.196605 -2.185365 -1.562105 -0.01 -0.02 -0.04
C 3.207584 -0.141152 -3.383556 -0.02 0.03 0.00
N 2.228795 -0.022895 -2.287989 -0.08 -0.14 -0.07
P 2.547018 -0.319476 -0.654961 -0.08 -0.09 -0.05
C 2.922786 -2.067837 -0.354162 0.03 0.07 -0.03
C 3.203118 -2.985805 -1.364464 -0.08 0.01 -0.03
C 3.469684 -4.310143 -1.047138 0.00 -0.03 0.02
C 3.473260 -4.725047 0.277432 0.00 0.01 -0.01
C 3.203735 -3.814375 1.290949 -0.01 -0.01 -0.01
C 2.921807 -2.493331 0.977772 -0.02 0.01 0.04
C 4.043786 0.595463 -0.263996 0.00 -0.02 0.06
C 4.962251 0.115581 0.668179 0.01 0.00 0.00
C 6.075434 0.873288 0.996120 0.02 0.01 -0.01
C 6.280597 2.108071 0.400206 -0.03 -0.02 0.01
C 5.376477 2.584832 -0.540845 0.02 0.01 0.02
C 4.262016 1.834470 -0.870639 -0.03 0.08 -0.09
P 0.578221 0.343178 -2.423707 0.03 -0.04 0.26
C 0.315864 2.000957 -3.085698 0.07 0.02 0.00
C -0.893999 2.626202 -2.781102 0.00 -0.01 -0.01
C -1.169396 3.895943 -3.261347 -0.02 0.00 0.02
C -0.226093 4.560364 -4.034083 0.02 0.00 0.00
C 0.982136 3.947701 -4.336875 0.00 0.03 -0.01
C 1.252206 2.668170 -3.874080 -0.01 -0.02 0.03
C -0.102781 -0.780375 -3.664999 0.06 0.08 -0.05
C 0.251992 -2.131319 -3.625256 -0.01 -0.02 0.00
C -0.295913 -3.022030 -4.532500 0.01 -0.02 0.00
C -1.207837 -2.573347 -5.481723 0.01 0.02 0.00
C -1.556607 -1.232116 -5.531224 0.01 -0.01 -0.01
C -1.002429 -0.331929 -4.630577 -0.01 -0.01 0.01
H 3.964985 -0.879714 -3.130649 0.01 0.02 0.02
H 3.716631 0.804941 -3.559362 0.01 -0.01 -0.02
H 2.701576 -0.461287 -4.294168 -0.01 0.01 -0.01
H 3.212848 -2.683915 -2.402985 0.00 0.00 0.00
H 3.688535 -5.016684 -1.836633 0.00 0.00 0.00
H 3.695128 -5.755416 0.520633 0.00 0.00 0.00
H 3.220947 -4.132008 2.325381 0.00 0.01 -0.01
H 2.719325 -1.785584 1.774726 -0.02 -0.03 0.00
H 4.823647 -0.847980 1.139389 0.01 0.03 -0.01
H 6.781977 0.495554 1.722344 0.00 0.01 0.00
H 7.147910 2.698303 0.662830 0.01 0.00 0.00
H 5.545475 3.538843 -1.022170 0.01 0.00 0.00
H 3.584791 2.207234 -1.633233 -0.03 -0.02 0.04
H -1.628803 2.121214 -2.162655 -0.01 -0.01 0.00
H -2.115699 4.367583 -3.031191 0.00 0.00 0.00
H -0.435068 5.554191 -4.407084 0.00 0.00 0.00
H 1.712662 4.462066 -4.946865 0.00 0.00 0.00
H 2.188245 2.199975 -4.142798 0.02 -0.02 0.01
H 0.967807 -2.486140 -2.892347 0.01 -0.01 0.03
H -0.009791 -4.065290 -4.505201 0.00 0.01 0.00
H -1.635824 -3.269661 -6.190233 0.00 0.00 0.00
H -2.251350 -0.879944 -6.281731 0.00 0.00 0.00
H -1.261136 0.717147 -4.695725 -0.01 -0.02 0.01
B 2.864615 2.007548 3.278115 -0.04 -0.06 -0.02
C 1.923499 1.015633 2.569161 -0.05 0.03 -0.04
N 1.201069 0.331078 1.951887 0.17 -0.06 -0.10
H 2.563212 2.055389 4.439071 0.00 0.01 0.04
H 3.982710 1.610254 3.062868 0.02 0.01 0.04
H 2.624649 3.038159 2.679258 0.00 0.04 -0.02
C -0.144545 6.550280 0.683093 -0.01 0.03 0.00
C -0.145639 5.064052 0.539336 0.00 -0.05 -0.01
C 0.950746 4.388803 0.004663 0.02 -0.01 0.04
C 0.924984 3.019171 -0.098975 -0.01 -0.03 -0.07
N -0.123933 2.268075 0.280842 -0.02 -0.15 -0.11
C -1.179984 2.913838 0.804075 0.03 0.03 -0.02
C -1.228022 4.282766 0.941092 0.00 0.01 0.01
H 0.689442 6.864594 1.312409 0.00 0.00 0.00
H -1.069128 6.913792 1.124760 0.00 0.00 0.00
H -0.011481 7.024657 -0.290549 0.00 0.00 0.00
H 1.833236 4.927378 -0.314653 0.00 -0.01 0.01
H 1.773870 2.483726 -0.500499 0.05 0.03 0.03
H -2.012674 2.309650 1.130403 -0.01 0.00 0.00
H -2.107419 4.739530 1.374620 0.00 0.00 0.00
```
Forces are in eV/Å.

**M**: 658.38 u
**HOMO energy (spin up / spin down)**: -0.5145 / -0.5135 Ha
**Orbital gap (spin up / spin down)**: 7.11 / 7.25 eV
**Electronic energy**: -3192.30667 hartree
**Total charge**: +2
**Multiplicity**: 2

***

Entry 2:
This record from the OMol25 dataset describes C38H39Cl3CrIN5O4PS4Si as an isolated structure. The level of theory is ωB97M-V/def2-TZVPD.

Structure (XYZ):
```
97
Properties=species:S:1:pos:R:3:forces:R:3
Cr 1.097498 0.245164 0.215845 -1.39 1.06 0.28
I -1.711316 -0.909537 0.057055 -0.06 -0.14 0.23
C -1.839856 -2.123942 1.765950 -0.06 0.28 -0.31
C -2.912645 -1.899009 2.575454 0.01 0.08 -0.01
C -3.181013 -2.770352 3.646060 -0.02 -0.06 0.05
C -2.417660 -3.886717 3.799558 -0.05 0.03 0.01
C -1.322003 -4.148056 2.942106 0.04 0.08 -0.09
C -0.633559 -5.375310 3.050991 0.01 -0.04 0.01
C 0.347386 -5.693960 2.162308 -0.04 -0.07 0.02
C 0.784592 -4.726732 1.245031 -0.10 0.05 -0.09
C 0.230395 -3.468638 1.168115 -0.11 0.15 -0.02
P 1.336295 -2.254685 0.257774 0.24 -0.94 -0.07
C 2.880262 -2.910818 0.997121 0.14 0.34 0.15
C 3.846435 -3.634167 0.311129 -0.05 0.05 -0.04
C 4.952719 -4.127029 0.989133 0.07 0.02 0.00
C 5.108533 -3.889036 2.345747 0.00 -0.04 0.01
C 4.141349 -3.170508 3.036687 -0.03 0.00 -0.01
C 3.030695 -2.689318 2.367604 0.00 0.02 -0.02
C 1.334761 -2.929826 -1.431975 0.03 0.12 -0.01
C 0.312382 -3.740622 -1.916727 0.09 -0.07 -0.01
C 0.315109 -4.134403 -3.248542 -0.04 0.00 -0.03
C 1.339466 -3.732696 -4.093990 -0.06 0.06 -0.02
C 2.350445 -2.908931 -3.617134 0.09 0.01 0.00
C 2.341288 -2.494970 -2.295493 -0.12 -0.05 -0.02
C -0.945768 -3.207560 1.934977 -0.03 -0.13 0.13
H -3.571392 -1.063121 2.381865 0.03 0.00 0.03
H -4.016079 -2.569904 4.303854 0.00 -0.01 -0.02
H -2.655354 -4.617110 4.563326 0.03 0.03 0.02
H -0.925717 -6.064006 3.834735 -0.02 -0.01 -0.04
H 0.834852 -6.659152 2.192555 0.01 0.01 0.00
H 1.622416 -4.975024 0.608958 0.07 0.00 0.08
H 3.750315 -3.819294 -0.750015 0.00 -0.02 0.02
H 5.701785 -4.688167 0.444456 -0.01 0.01 0.02
H 5.977933 -4.268168 2.868366 0.00 0.01 -0.03
H 4.254219 -2.976895 4.096367 -0.01 -0.02 -0.02
H 2.268894 -2.137574 2.907344 0.04 0.00 0.02
H -0.486942 -4.060186 -1.260431 0.00 -0.01 0.00
H -0.490636 -4.750021 -3.629620 0.03 -0.02 0.03
H 1.336857 -4.042692 -5.131562 0.01 0.00 0.02
H 3.143912 -2.576818 -4.275642 -0.05 0.01 0.02
H 3.102576 -1.811166 -1.942029 0.06 0.00 -0.02
C 1.782351 4.034449 1.415228 -0.10 0.07 0.01
N 0.469952 4.297983 0.851582 0.04 -0.07 0.02
C 0.293859 5.654740 0.351091 -0.10 -0.20 0.55
C -0.301222 3.267757 0.460590 0.04 0.37 -0.02
O 0.102196 2.089075 0.441940 0.13 -0.69 0.01
N -1.583271 3.585173 0.088575 -0.02 -0.17 0.00
C -2.391091 4.519379 0.857689 -0.01 -0.03 -0.06
C -2.356227 2.618243 -0.659611 0.07 0.01 -0.12
H 2.552112 4.079995 0.645585 -0.24 0.12 0.01
H 1.799081 3.047681 1.866962 0.01 0.01 0.03
H 1.995144 4.783224 2.181403 -0.03 -0.01 0.02
H 1.216400 5.966543 -0.137557 -0.48 -0.33 0.82
H 0.081459 6.349056 1.168065 -0.06 0.03 0.05
H -0.506854 5.695138 -0.381475 0.06 0.02 0.00
H -1.797574 5.000438 1.628102 0.00 0.01 0.00
H -3.208435 3.977952 1.343967 0.02 -0.02 0.02
H -2.831413 5.280724 0.209305 0.04 0.04 0.02
H -1.700339 2.044187 -1.312459 0.00 -0.01 -0.01
H -3.078699 3.155027 -1.277617 0.03 -0.02 -0.01
H -2.901597 1.936369 -0.003785 -0.03 -0.05 0.05
C 3.734407 1.615584 3.978547 -0.05 -0.01 -0.05
O 2.710115 1.098515 3.110375 -0.11 -0.10 0.18
C 1.603638 0.599107 3.682312 0.42 0.02 -0.02
S 1.320264 0.598179 5.300862 -0.06 0.02 -0.01
S 0.493293 -0.102398 2.560553 0.22 0.11 -0.21
H 4.583785 1.812744 3.335403 0.01 0.00 -0.08
H 3.981228 0.883418 4.743877 0.00 -0.03 -0.01
H 3.390717 2.528590 4.463637 -0.03 -0.01 -0.01
N -0.963094 8.959745 -3.122066 -0.03 -0.12 0.12
C -0.266096 7.769076 -2.976519 0.05 0.02 0.08
C -0.645722 6.626788 -3.685494 -0.13 -0.07 -0.03
C 0.057939 5.445056 -3.547373 0.05 -0.03 0.14
C 1.141596 5.371812 -2.680011 0.32 0.03 -0.17
C 1.511083 6.498237 -1.954005 0.28 0.24 -0.98
C 0.812791 7.683207 -2.092403 0.01 0.08 -0.10
S 2.272354 3.992768 -2.699199 -0.53 -0.31 0.26
O 3.403261 4.450841 -1.944772 0.12 -0.11 0.20
O 2.457368 3.647275 -4.086701 -0.12 -0.14 -0.01
N 1.587601 2.771462 -1.846856 0.21 -0.37 -0.37
C 0.988256 1.740450 -2.442134 -0.08 0.42 -0.01
S 0.290227 1.774167 -4.063136 0.26 0.05 -0.04
C -0.328496 0.177483 -3.867619 -0.13 0.23 -0.05
C 0.005620 -0.295404 -2.663670 0.13 -0.09 0.17
N 0.739211 0.550203 -1.836918 0.17 0.41 -0.05
H -1.501889 9.064745 -3.963897 0.01 0.01 -0.05
H -0.472235 9.792493 -2.847041 0.01 0.05 -0.03
H -1.477470 6.677391 -4.379273 0.00 0.01 0.03
H -0.220516 4.583605 -4.137068 0.02 -0.03 -0.08
H 2.379592 6.434852 -1.311057 0.14 0.15 -0.33
H 1.120984 8.564935 -1.541058 0.00 -0.02 0.01
H -0.885706 -0.317575 -4.645778 0.08 -0.05 0.03
H -0.234903 -1.287866 -2.326784 0.05 0.01 -0.01
Cl 4.907243 -0.445630 0.863396 -0.19 -0.20 0.08
Si 3.511325 0.840428 -0.032233 0.84 -0.30 -0.09
Cl 4.393881 2.574096 0.642908 0.09 0.20 -0.15
Cl 4.134876 0.668357 -2.019567 -0.16 0.05 0.00
```
Forces are in eV/Å.

**M**: 1102.35 u
**HOMO energy (spin up / spin down)**: -0.2829 / -0.2837 Ha
**Orbital gap (spin up / spin down)**: 6.52 / 7.31 eV
**Electronic energy**: -6992.71984 hartree
**Multiplicity**: 4

***

Entry 3:
This record from the OMol25 dataset describes C38H39FGaN7O5S as an isolated structure. The level of theory is ωB97M-V/def2-TZVPD.

Structure (XYZ):
```
92
Properties=species:S:1:pos:R:3:forces:R:3
Ga 0.026600 0.483300 0.042200 0.28 0.03 1.22
C -2.331700 -0.259400 -2.779900 -0.31 0.14 -0.26
O -1.382700 -0.742500 -1.844700 0.20 -0.09 0.09
C -1.662200 -1.897000 -1.183300 0.38 -0.42 0.36
C -2.800200 -2.681400 -1.312800 0.01 0.20 -0.12
C -2.895500 -3.868100 -0.599200 0.06 -0.05 0.14
C -1.876800 -4.292100 0.244300 -0.11 -0.02 -0.08
C -0.740800 -3.521800 0.386000 -0.01 0.39 -0.11
C -0.636200 -2.325100 -0.316200 -1.05 -0.77 -0.15
N 0.430700 -1.457200 -0.198800 1.19 0.97 0.16
N 1.563000 -1.926000 0.126500 -1.01 -0.61 -0.41
C 2.658000 -1.154200 0.171400 0.40 0.89 0.06
C 2.751200 0.150600 -0.374200 -0.29 -0.18 -0.15
O 1.717400 0.804700 -0.869600 -0.73 -0.20 0.16
C 4.025600 0.763700 -0.457900 0.29 0.06 0.09
C 5.135800 0.167900 0.060500 -0.37 0.17 -0.15
C 5.073100 -1.109000 0.670300 -0.23 -0.41 0.16
C 6.209100 -1.727900 1.222400 -0.06 -0.11 0.03
C 6.118400 -2.975600 1.784100 0.24 0.12 0.01
C 4.887300 -3.635800 1.835600 -0.17 0.10 -0.04
C 3.760800 -3.045900 1.318300 0.09 -0.19 0.07
C 3.833700 -1.784100 0.713500 0.23 0.06 0.08
H -2.528200 -1.018900 -3.543300 0.02 0.12 0.07
H -1.875700 0.614400 -3.243400 -0.08 -0.10 0.01
H -3.263600 0.037300 -2.290200 0.11 -0.05 0.03
H -3.612100 -2.390100 -1.961000 -0.01 0.08 -0.06
H -3.787900 -4.470100 -0.693400 -0.04 0.00 -0.06
H -1.976800 -5.214400 0.794600 -0.01 -0.09 0.02
H 0.062000 -3.799700 1.051300 0.06 -0.07 0.02
H 4.084200 1.732200 -0.930300 -0.04 0.10 -0.03
H 6.091100 0.670400 0.020300 0.09 0.08 -0.06
H 7.149500 -1.199800 1.195000 0.16 0.02 -0.02
H 6.995400 -3.456000 2.189800 0.10 0.01 0.04
H 4.823000 -4.609700 2.297400 -0.01 -0.10 0.00
H 2.804800 -3.543700 1.361500 0.00 -0.09 0.01
F 2.146800 -1.461200 6.275100 -0.05 0.10 0.06
C 0.988300 -0.828200 5.991100 -0.11 0.05 -0.28
C 0.684300 -0.611900 4.676400 -0.07 0.03 0.23
C -0.485400 0.061500 4.312600 -0.06 0.00 0.32
C -0.769500 0.275900 2.905300 -0.29 0.09 0.17
O 0.039600 -0.167200 2.049300 0.13 0.15 -0.40
C -1.968300 0.988400 2.628200 0.10 -0.08 -0.33
C -2.738800 1.435800 3.666700 0.08 -0.02 -0.31
N -2.482000 1.216100 4.964100 -0.33 0.02 -0.31
C -3.390500 1.731000 5.955400 -0.19 0.23 0.38
C -4.268200 0.779000 6.717000 -0.04 -0.06 0.04
C -4.865500 1.694800 5.694400 0.02 -0.01 0.01
C -1.350900 0.520300 5.324700 0.74 -0.40 -0.14
C -1.032500 0.257500 6.662300 0.03 0.05 0.00
C 0.135800 -0.401300 7.032000 -0.18 0.08 -0.60
N 0.398800 -0.641200 8.376800 0.03 -0.21 0.31
C 0.099700 0.349700 9.385700 -0.01 0.11 0.10
C -0.661900 -0.343300 10.527900 -0.17 0.93 -0.22
N -0.179000 -1.751100 10.605400 -0.30 -0.46 0.16
C 1.272200 -1.831600 10.306200 0.77 -0.05 -0.24
C 1.465500 -1.531400 8.810600 0.17 -0.15 -0.14
C -2.506500 1.261700 1.237900 -0.11 0.16 0.53
O -3.599300 1.762000 1.124600 -0.11 0.07 0.02
O -1.786300 0.906400 0.216400 0.58 -0.33 -0.92
H 1.356800 -0.935800 3.897400 0.12 -0.08 -0.03
H -3.625300 2.007200 3.424400 -0.01 -0.06 0.06
H -2.989400 2.590300 6.481800 -0.06 -0.02 0.01
H -4.452500 0.971300 7.762800 0.01 0.10 0.07
H -4.209600 -0.268500 6.463000 0.05 -0.08 -0.10
H -5.461600 2.532400 6.020700 0.08 0.09 0.07
H -5.216200 1.250800 4.776600 0.03 -0.10 -0.09
H -1.730600 0.561000 7.424500 -0.07 0.03 0.07
H -0.490200 1.164800 8.973400 0.02 -0.06 0.11
H 1.031400 0.786500 9.766900 -0.07 0.06 -0.02
H -1.736900 -0.354000 10.342500 0.09 -0.14 0.05
H -0.472200 0.165200 11.473500 0.00 -0.23 0.05
H -0.666000 -2.297900 9.884800 -0.01 0.07 0.24
H -0.398100 -2.156700 11.520000 0.01 0.00 -0.17
H 1.651200 -2.827000 10.540800 -0.15 0.09 0.07
H 1.792600 -1.108700 10.936300 -0.18 -0.08 0.04
H 1.406000 -2.458200 8.235600 0.06 0.10 0.11
H 2.465600 -1.102900 8.660500 -0.11 -0.12 0.09
C 1.739300 5.400100 2.045200 0.04 0.06 0.32
N 1.592400 4.960300 0.688600 -0.11 -0.10 -0.35
C 1.980900 5.794800 -0.437700 0.19 0.25 -0.11
C 1.615800 4.929100 -1.656700 0.01 0.25 -0.43
N 1.110100 3.712300 -1.043700 -0.04 -0.06 -0.11
C 1.131200 3.780200 0.285800 -0.08 -0.13 0.06
S 0.626000 2.575800 1.357600 -0.02 -0.34 0.00
H 1.337000 6.409300 2.150200 0.00 -0.05 0.01
H 2.791200 5.403700 2.339600 -0.01 0.03 0.01
H 1.190900 4.717800 2.691500 0.04 0.12 0.04
H 3.051700 6.020400 -0.382000 -0.14 0.00 -0.06
H 1.428100 6.738100 -0.413200 0.07 -0.08 -0.03
H 2.475800 4.714900 -2.294700 -0.06 0.05 0.08
H 0.838300 5.394000 -2.267900 0.12 -0.01 0.04
H 0.919900 2.866200 -1.561100 0.21 0.14 0.27
```
Forces are in eV/Å.

**M**: 794.56 u
**HOMO energy**: -0.4199 Ha
**Orbital gap**: 6.57 eV
**Electronic energy**: -4653.37056 hartree
**Total charge**: +2

***

Among the records above, which one has the lowest M? C38H39BN3P2Ti

***

Which of these has the highest electronic energy? C38H39BN3P2Ti

***

What is the M in the first record? 658.38 u

***

Among the records above, which one has the highest M? C38H39Cl3CrIN5O4PS4Si